Arrangement w

ORCA calculation (ωB97M-V/def2-TZVPD) on an isolated molecule of C3H10N2S.

Properties
**HOMO level**: -9.06 eV
**Kohn-Sham gap**: 9.8200 eV
**Net charge**: 0
**Molar mass**: 106.19 u
**SMILES**: NC[C@H](N)CS
**Spin multiplicity**: 1

The geometry in XYZ format:
```
16
Properties=species:S:1:pos:R:3:lowdin_charge:R:1
N -2.38257 0.54367 0.31172 -0.023
C -1.26184 -0.35522 0.54650 -0.265
C 0.12752 0.26067 0.13368 -0.466
N 0.01960 0.55118 -1.33303 0.019
C 1.24159 -0.66136 0.56430 -0.578
S 2.88582 -0.00839 0.28696 0.710
H -2.18138 1.48696 0.64285 0.063
H -2.43519 0.75555 -0.68273 0.055
H -1.21345 -0.61976 1.61324 0.106
H -1.52347 -1.27637 0.00886 0.115
H 0.20735 1.25417 0.58373 0.132
H 0.19996 -0.18668 -2.01298 0.071
H 0.92884 1.02457 -1.40936 0.040
H 1.16197 -0.74446 1.64591 0.068
H 1.19060 -1.67024 0.11386 0.091
H 3.03464 -0.35429 -1.01351 -0.138
```

---

Arrangement x

ORCA calculation (ωB97M-V/def2-TZVPD) on a cluster of 2 separate species, C3H10N2S in total.

Properties
**HOMO level**: -7.64 eV
**Kohn-Sham gap**: 8.4148 eV
**Net charge**: 0
**Molar mass**: 106.19 u
**SMILES**: N/C=C\N.CS
**Spin multiplicity**: 1

The geometry in XYZ format:
```
16
Properties=species:S:1:pos:R:3:lowdin_charge:R:1
N 1.41162 0.07206 -1.19009 0.064
C 0.33076 -0.42136 -1.87552 -0.235
C -0.84790 -0.89084 -1.39694 -0.190
N -1.02676 -1.38962 -0.04963 -0.041
H 2.31219 -0.07333 -1.61503 0.083
H 1.43223 -0.04731 -0.17952 0.011
H 0.37884 -0.40629 -2.95574 0.100
H -1.74382 -0.81697 -1.99743 0.087
H -1.98873 -1.60923 0.14841 0.094
H -0.44790 -2.20481 0.11780 0.102
C 0.08479 1.75138 1.96429 -0.557
S 0.47067 0.02833 2.17107 0.546
H -0.33116 2.01535 0.98883 0.026
H -0.62071 2.10662 2.72281 0.014
H 0.94394 2.41893 2.08632 0.020
H -0.35806 -0.53291 1.06037 -0.122
```

---

Which structure is most stable? arrangement w, by 0.860 eV over the runner-up.

---

Arrangement w

ORCA calculation (ωB97M-V/def2-TZVPD) on a cluster of 2 separate species, C3H10N2S in total.

Properties
**HOMO level**: -8.76 eV
**Kohn-Sham gap**: 9.6540 eV
**Net charge**: 0
**Molar mass**: 106.19 u
**SMILES**: [H]/N=C/NC.CS
**Spin multiplicity**: 1

The geometry in XYZ format:
```
16
Properties=species:S:1:pos:R:3:lowdin_charge:R:1
H -0.79835 -2.30813 1.62651 0.034
N -0.37868 -1.70077 0.93080 0.055
C 0.44972 -0.91823 1.50090 -0.346
N 1.12628 0.06157 0.84202 -0.071
C 2.28864 0.69638 1.43646 -0.100
H 0.65825 -0.92996 2.57270 0.122
H 1.09029 0.00017 -0.16968 0.072
H 2.50332 1.62114 0.90191 0.080
H 2.06218 0.98380 2.46002 0.077
H 3.18654 0.07773 1.41765 0.077
C -1.64916 1.31017 -0.76251 -0.486
S -0.87318 0.20874 -1.97408 0.616
H -1.16247 2.27797 -0.82937 0.021
H -2.71705 1.41454 -0.92002 0.019
H -1.48634 0.90951 0.23345 0.004
H -1.09248 -0.92796 -1.29909 -0.174
```

---

Arrangement x

ORCA calculation (ωB97M-V/def2-TZVPD) on an isolated molecule of C3H10N2S.

Properties
**HOMO level**: -8.87 eV
**Kohn-Sham gap**: 9.7640 eV
**Net charge**: 0
**Molar mass**: 106.19 u
**SMILES**: NC[C@@H](N)CS
**Spin multiplicity**: 1

The geometry in XYZ format:
```
16
Properties=species:S:1:pos:R:3:lowdin_charge:R:1
N 2.06476 0.83859 0.97366 -0.010
C 1.30075 -0.21033 0.19118 -0.241
C -0.16516 0.13662 0.22246 -0.493
N -0.45481 1.33294 -0.49354 0.035
C -0.95484 -1.13029 -0.33319 -0.508
S -2.78412 -0.89882 -0.55143 0.661
H 1.43396 1.63473 1.00118 0.043
H 2.86826 1.14029 0.43477 0.053
H 1.82105 -1.11555 0.49777 0.111
H 1.52637 -0.17126 -0.88033 0.105
H -0.64493 0.12691 1.20467 0.129
H -1.46135 1.36429 -0.57774 0.033
H 0.04460 1.78903 -1.22861 0.082
H -0.87749 -2.03230 0.27561 0.066
H -0.64057 -1.26392 -1.37532 0.058
H -3.07646 -1.54094 0.63889 -0.125
```

---

Arrangement y

ORCA calculation (ωB97M-V/def2-TZVPD) on a structure of composition C3H10N2S.

Properties
**HOMO level**: -7.40 eV
**Kohn-Sham gap**: 8.1309 eV
**Net charge**: 0
**Molar mass**: 106.19 u
**Spin multiplicity**: 1

The geometry in XYZ format:
```
16
Properties=species:S:1:pos:R:3:lowdin_charge:R:1
C -1.13103 0.24173 0.11876 -0.197
C -1.71760 0.42593 -1.04931 -0.208
N -2.32714 -0.60977 -1.76430 0.027
N -0.56123 1.30001 0.87260 -0.006
H -0.98818 -0.74114 0.56245 0.121
H -1.79205 1.43283 -1.46454 0.122
H -2.20430 -0.59018 -2.77326 0.084
H -2.01503 -1.51090 -1.36927 0.095
H 0.78039 0.99415 0.83710 -0.094
H -1.03435 1.41036 1.76271 0.128
H -0.52757 2.13429 0.38259 0.081
C 2.71800 -1.04693 0.78596 -0.532
S 2.43384 0.81408 0.82244 0.372
H 1.88038 -1.57140 1.25062 -0.003
H 2.85255 -1.35324 -0.28015 0.012
H 3.63335 -1.32984 1.30560 0.000
```

---

Which structure is most stable? arrangement w, by 0.708 eV over the runner-up.

---

Arrangement w

ORCA calculation (ωB97M-V/def2-TZVPD) on a cluster of 2 separate species, C3H10N2S in total.

Properties
**HOMO level**: -8.84 eV
**Kohn-Sham gap**: 9.6012 eV
**Net charge**: 0
**Molar mass**: 106.19 u
**Spin multiplicity**: 1

The geometry in XYZ format:
```
16
Properties=species:S:1:pos:R:3:lowdin_charge:R:1
C -0.24925 -1.50120 3.37182 -0.067
C 1.21628 1.91829 -1.54664 -0.281
C -0.96691 -1.93848 2.32696 -0.072
N -0.81421 1.00024 -2.64657 -0.254
N 0.67803 -0.28862 -0.66758 -0.396
S 0.67393 0.29276 -2.09249 0.806
H -0.34741 -1.88757 4.30305 -0.006
H 0.61467 -0.77696 3.15629 0.081
H -1.25594 1.51315 -1.89166 0.030
H 0.57729 2.21702 -0.69160 0.068
H 2.22858 1.96404 -1.24759 0.036
H 1.11520 2.53167 -2.38287 0.014
H -1.80101 -2.56915 2.28433 0.021
H -0.74486 -1.44031 1.36469 0.021
H -1.46036 0.24803 -2.96256 0.045
H 0.53598 -1.28291 -0.67758 -0.046
```

---

Arrangement x

ORCA calculation (ωB97M-V/def2-TZVPD) on an isolated molecule of C3H10N2S.

Properties
**HOMO level**: -8.98 eV
**Kohn-Sham gap**: 9.8109 eV
**Net charge**: 0
**Molar mass**: 106.19 u
**SMILES**: NC[C@H](N)CS
**Spin multiplicity**: 1

The geometry in XYZ format:
```
16
Properties=species:S:1:pos:R:3:lowdin_charge:R:1
N 1.61485 -1.54854 1.21767 -0.001
C 0.32479 -0.94190 1.00362 -0.287
C 0.06875 -0.11775 -0.25590 -0.493
N 0.96221 1.03939 -0.43577 0.036
C -1.41182 0.30738 -0.29135 -0.504
S -1.90145 0.80322 -2.00817 0.688
H 2.10674 -1.80684 0.36672 0.068
H 2.24015 -0.85022 1.60999 0.063
H -0.43371 -1.73111 0.94199 0.107
H 0.06384 -0.31441 1.85887 0.121
H 0.24713 -0.74403 -1.13683 0.123
H 0.60133 1.83534 0.06474 0.065
H 1.14027 1.20670 -1.40521 0.053
H -2.06765 -0.48153 0.06829 0.065
H -1.58103 1.21830 0.27924 0.066
H -1.97440 2.12601 -1.87789 -0.168
```

---

Which structure is most stable? arrangement x, by 2.699 eV over the runner-up.

---

Arrangement w

ORCA calculation (ωB97M-V/def2-TZVPD) on an isolated molecule of C4H9N3O.

Properties
**HOMO level**: -7.57 eV
**Kohn-Sham gap**: 8.5988 eV
**Net charge**: 0
**Molar mass**: 115.14 u
**SMILES**: CN1CCN/C1=N\O
**Spin multiplicity**: 1

The geometry in XYZ format:
```
17
Properties=species:S:1:pos:R:3:lowdin_charge:R:1
C 0.00225 -0.91598 1.85495 -0.058
N 0.19401 -0.40843 0.48182 -0.157
C 1.28169 0.49452 0.32394 -0.210
C 1.34840 0.52601 -1.18772 -0.170
N -0.05259 0.68491 -1.39487 0.053
C -0.78104 0.03688 -0.43076 -0.378
N -2.00270 -0.38906 -0.34616 -0.020
O -2.80014 -0.22833 -1.43597 -0.093
H -0.05615 -0.02477 2.54620 0.087
H 0.95582 -1.48255 2.05846 0.090
H -0.90223 -1.56527 2.08373 0.095
H 0.96207 1.41689 0.85002 0.132
H 2.20183 0.16503 0.82639 0.124
H 1.99935 1.33918 -1.49107 0.119
H 1.70238 -0.45599 -1.55543 0.129
H -0.37787 1.34169 -2.10007 0.149
H -3.67508 -0.53473 -1.08343 0.108
```

---

Arrangement x

ORCA calculation (ωB97M-V/def2-TZVPD) on an isolated molecule of C4H9N3O.

Properties
**HOMO level**: -8.57 eV
**Kohn-Sham gap**: 9.2093 eV
**Net charge**: 0
**Molar mass**: 115.14 u
**SMILES**: C/N=C/N=C(\C)NO
**Spin multiplicity**: 1

The geometry in XYZ format:
```
17
Properties=species:S:1:pos:R:3:lowdin_charge:R:1
C 3.14975 0.17828 0.05920 -0.158
N 1.71990 0.11985 0.28014 -0.048
C 1.10001 -0.95395 -0.04704 -0.271
N -0.28513 -1.22823 -0.17761 0.070
C -1.21787 -0.26200 -0.08479 -0.377
C -1.07192 1.18068 -0.17435 -0.035
N -2.48464 -0.76125 0.22069 -0.053
O -3.56683 0.08616 0.00905 -0.092
H 3.38728 1.06377 -0.54804 0.070
H 3.44886 -0.75699 -0.51651 0.077
H 3.67411 0.19157 1.02820 0.071
H 1.67870 -1.91042 -0.11245 0.111
H -0.68369 1.49121 0.85427 0.124
H -1.98095 1.69102 -0.45302 0.063
H -0.34018 1.37830 -1.00397 0.104
H -2.60085 -1.67044 -0.32861 0.170
H -3.92653 0.16245 0.99486 0.174
```

---

Which structure is most stable? arrangement w, by 0.506 eV over the runner-up.